61
Properties=species:S:1:pos:R:3:forces:R:3 method="wB97M-V/def2-TZVPD" molar_mass_g_mol=706.94 spin_multiplicity=1 charge=+2 e_tot_ha=-2713.26620 relative_energy_kcal_mol=20.0 homo_ev=-13.6 homo_lumo_gap_ev=5.71 e_lumo_ev=-7.8
Au 0.019 -0.835 0.359 2.06 1.89 -0.47
Cl 3.605 5.584 -0.464 -0.08 0.01 0.03
C 2.565 4.271 -0.047 0.12 0.32 -0.03
C 1.301 4.523 0.505 -0.08 -0.33 0.05
C 0.470 3.474 0.830 -0.27 0.18 0.16
C 0.846 2.140 0.621 -0.09 -0.88 -0.20
O -0.041 1.204 0.949 -0.49 -1.17 0.07
C 2.132 1.894 0.095 0.12 0.59 -0.17
C 2.677 0.613 -0.065 -0.13 -0.17 0.14
N 2.087 -0.523 0.176 -0.33 -0.14 -0.23
C 2.802 -1.744 0.076 0.12 0.17 0.17
C 4.148 -1.880 0.290 0.07 -0.07 0.02
C 4.769 -3.139 0.149 -0.09 0.02 -0.03
C 4.033 -4.240 -0.182 0.05 0.01 0.02
C 2.635 -4.130 -0.362 -0.07 -0.11 -0.12
C 1.808 -5.230 -0.674 -0.08 0.04 0.02
C 0.455 -5.053 -0.811 0.15 0.02 -0.03
C -0.085 -3.780 -0.614 -0.10 0.02 -0.05
N 0.667 -2.728 -0.336 -0.90 0.38 0.75
C 2.024 -2.872 -0.212 0.14 -0.10 -0.09
C 2.977 2.992 -0.239 -0.06 -0.34 0.03
H 0.997 5.548 0.672 -0.07 -0.02 0.02
H -0.505 3.640 1.267 0.04 0.11 0.02
H 3.708 0.591 -0.409 0.03 -0.19 0.06
H 4.746 -1.033 0.598 -0.01 0.02 -0.02
H 5.833 -3.223 0.317 0.00 0.01 0.00
H 4.501 -5.210 -0.291 -0.01 0.00 0.00
H 2.254 -6.209 -0.796 -0.01 -0.01 0.00
H -0.205 -5.874 -1.049 -0.01 0.01 -0.01
H -1.150 -3.617 -0.683 0.03 -0.05 0.03
H 3.968 2.819 -0.640 -0.03 -0.12 -0.01
O -2.139 0.741 -0.843 0.02 -0.09 -0.04
S -3.204 1.495 -1.633 -0.03 -0.02 -0.04
C -2.478 3.111 -2.033 0.05 -0.01 0.00
C -2.883 4.072 -0.924 -0.04 -0.03 0.03
C -4.335 3.727 -0.610 0.02 0.01 -0.03
C -4.359 2.214 -0.419 -0.01 -0.02 0.00
H -2.894 3.409 -2.996 -0.01 -0.02 0.00
H -1.409 2.934 -2.147 0.01 0.03 0.00
H -2.757 5.109 -1.234 0.01 0.00 -0.01
H -2.264 3.903 -0.040 0.00 0.03 -0.03
H -4.977 4.016 -1.445 -0.01 0.00 0.01
H -4.709 4.234 0.278 0.01 -0.01 0.01
H -5.337 1.752 -0.543 0.00 0.00 0.00
H -3.937 1.918 0.541 0.00 0.02 0.00
C -3.234 -0.015 2.525 0.02 0.11 0.05
O -3.394 -0.553 1.182 0.30 0.34 0.11
P -2.218 -1.352 0.530 -0.56 -0.48 0.05
O -2.004 -2.571 1.518 0.16 -0.08 0.04
C -3.093 -3.464 1.887 -0.06 -0.03 0.08
O -2.859 -2.031 -0.724 0.20 0.18 -0.24
C -2.544 -1.806 -2.120 -0.07 -0.04 -0.09
H -4.204 0.380 2.808 -0.02 -0.02 -0.03
H -2.490 0.780 2.518 0.00 0.00 -0.05
H -2.937 -0.800 3.217 -0.02 -0.03 -0.02
H -3.376 -3.259 2.916 0.02 0.03 0.00
H -2.716 -4.479 1.809 0.03 0.01 -0.01
H -3.949 -3.333 1.230 0.01 0.02 -0.02
H -2.700 -2.758 -2.619 -0.01 -0.02 0.03
H -1.513 -1.478 -2.239 -0.01 0.03 0.02
H -3.219 -1.063 -2.529 -0.01 0.00 0.03